C22H33N9OSScSiTe | the ωB97M-V functional and the def2-TZVPD basis

Last column: natural (NBO) charge in e.
Geometry (Å):
Sc 0.312 0.251 -0.399  1.73
C 2.217 -2.885 0.941  -0.65
C 0.716 -2.918 0.847  0.29
C 0.009 -4.021 1.283  -0.35
C -1.376 -4.041 1.090  -0.12
C -1.996 -2.998 0.453  -0.35
C -1.229 -1.881 0.027  0.43
N 0.113 -1.855 0.299  -0.64
N -1.672 -0.803 -0.626  -1.16
Si -3.246 -0.626 -1.309  1.80
C -3.580 -1.972 -2.604  -1.12
C -3.312 1.090 -2.088  -1.12
C -4.716 -0.633 -0.098  -1.12
H 2.623 -3.849 0.635  0.23
H 2.540 -2.700 1.968  0.22
H 2.609 -2.113 0.282  0.23
H 0.529 -4.847 1.746  0.22
H -1.954 -4.895 1.423  0.21
H -3.060 -3.012 0.262  0.22
H -2.665 -2.215 -3.147  0.24
H -4.330 -1.651 -3.329  0.24
H -3.944 -2.893 -2.142  0.23
H -2.825 1.105 -3.063  0.25
H -2.818 1.836 -1.460  0.24
H -4.348 1.402 -2.229  0.23
H -4.739 -1.498 0.568  0.22
H -5.648 -0.634 -0.667  0.24
H -4.714 0.266 0.524  0.23
O 1.757 -0.488 -1.654  -0.67
N 2.070 -0.208 -2.913  0.01
C 3.141 -0.827 -3.451  0.04
C 3.554 -0.563 -4.725  -0.29
C 2.843 0.384 -5.475  -0.16
C 1.749 0.995 -4.922  -0.23
C 1.324 0.698 -3.610  0.03
S -0.031 1.404 -2.884  -0.18
H 3.629 -1.532 -2.795  0.23
H 4.418 -1.068 -5.128  0.23
H 3.156 0.636 -6.479  0.22
H 1.165 1.721 -5.467  0.24
N -2.582 1.391 2.734  -0.34
C -1.894 0.383 2.211  0.23
N -0.929 0.855 1.447  -0.62
C -1.091 2.231 1.521  0.30
N -2.094 2.584 2.318  -0.30
C -0.234 3.096 0.782  -0.04
C -0.317 4.489 0.870  0.08
N 0.492 5.304 0.229  -0.47
C 1.436 4.693 -0.556  -0.09
C 1.531 3.338 -0.678  -0.02
N 0.710 2.473 -0.029  -0.66
H -3.360 1.365 3.368  0.42
H -2.111 -0.657 2.396  0.24
H -1.076 4.926 1.510  0.20
H 2.117 5.350 -1.081  0.19
H 2.291 2.889 -1.310  0.19
N 2.555 0.519 0.818  -1.07
H 2.861 -0.248 1.406  0.39
H 2.614 1.372 1.363  0.39
H 3.214 0.601 0.049  0.38
C 2.473 -1.298 4.989  -0.88
Te 0.899 -0.544 3.708  0.46
C 1.435 1.503 4.114  -0.87
H 3.452 -1.013 4.609  0.21
H 2.401 -2.384 4.998  0.22
H 2.360 -0.928 6.005  0.22
H 1.027 1.825 5.067  0.23
H 1.030 2.128 3.319  0.23
H 2.519 1.597 4.138  0.22

Values from the calculation:
HOMO (spin up / spin down), eV: -5.001 / -7.604
⟨S²⟩: 0.768
Charge: 0
Molar mass, g/mol: 672.3
Energy above the lowest of the compared OMol25 structures with the same formula, charge and spin, eV: 0.643
Multiplicity: 2
F_max, eV/A: 0.96